# 1
Here is a cluster of 11 separate species, C44H56N10O3 in total in a non-equilibrium geometry from the OMol25 dataset. Energies are from ωB97M-V/def2-TZVPD.

Results
- SMILES: C[C@H]1COC(=O)O1.c1cc[nH]c1.c1cc[nH]c1.c1cc[nH]c1.c1cc[nH]c1.c1cc[nH]c1.c1cc[nH]c1.c1cc[nH]c1.c1cc[nH]c1.c1cc[nH]c1.c1cc[nH]c1
- E_LUMO: -0.0030 Ha
- DFT total energy: -2483.1940 a.u.
- Relative energy (zero: lowest compared OMol25 entry of this formula, charge and spin): 7.036 eV
- Multiplicity: 1
- E_HOMO: -7.960 eV

Last column: Löwdin charge in e.
CARTESIAN COORDINATES (ANGSTROEM)
C  0.8881  1.2773  -0.2246  -0.04
C  0.1947  -0.0197  -0.3774  -0.36
C  -0.4269  -0.5667  0.9281  -0.07
O  -1.6748  -1.0433  0.4231  0.03
C  -1.8994  -0.7469  -0.9255  -0.46
O  -2.7550  -1.3097  -1.5688  0.15
O  -0.9210  0.1779  -1.2023  0.06
H  1.8279  1.2094  0.3233  0.09
H  0.3062  2.0099  0.3347  0.09
H  1.1564  1.7661  -1.1612  0.09
H  0.8816  -0.6551  -0.9363  0.16
H  -0.4644  0.2825  1.6104  0.13
H  0.2189  -1.2999  1.4113  0.14
C  -0.3421  -6.5057  1.5062  -0.12
C  0.6555  -7.3885  1.8424  -0.12
C  0.0529  -8.3566  2.6586  -0.17
N  -1.2244  -8.0631  2.8762  0.01
C  -1.4467  -6.8545  2.2715  -0.14
H  -0.1657  -5.6592  0.8592  0.09
H  1.6812  -7.3454  1.5071  0.09
H  0.4862  -9.2689  3.0412  0.10
H  -1.9348  -8.6023  3.3504  0.16
H  -2.4201  -6.3961  2.3647  0.10
C  7.2072  4.0564  -4.1596  -0.10
C  7.5924  5.2599  -4.8054  -0.13
C  6.7448  6.2142  -4.4364  -0.14
N  5.9429  5.7607  -3.3595  0.05
C  6.2192  4.4615  -3.3631  -0.24
H  7.5529  3.0360  -4.0846  0.10
H  8.4357  5.3927  -5.4670  0.10
H  6.6470  7.2215  -4.8135  0.10
H  5.2666  6.2252  -2.7706  0.15
H  5.6815  3.7403  -2.7656  0.11
C  -0.5264  -4.5500  8.7356  -0.08
C  -1.0552  -3.6694  7.7541  -0.13
C  -0.9848  -4.3252  6.5835  -0.21
N  -0.5942  -5.5962  6.7173  0.00
C  -0.1666  -5.7824  8.0228  -0.09
H  -0.4012  -4.3451  9.7886  0.08
H  -1.4860  -2.6989  7.9512  0.09
H  -1.2042  -3.8527  5.6375  0.11
H  -0.4483  -6.1364  5.8765  0.15
H  0.3003  -6.7258  8.2647  0.09
C  1.0920  8.0215  1.9028  -0.11
C  2.3849  7.4787  2.0881  -0.11
C  2.5477  6.6296  1.0209  -0.18
N  1.3874  6.3984  0.3575  0.01
C  0.4479  7.2383  0.9166  -0.13
H  0.5705  8.8578  2.3444  0.09
H  3.1002  7.8721  2.7952  0.09
H  3.3927  6.0175  0.7422  0.10
H  1.2778  5.6490  -0.3106  0.15
H  -0.5551  7.3628  0.5358  0.10
C  0.8695  5.9517  -4.9418  -0.08
C  1.6368  5.5078  -6.0379  -0.15
C  1.6127  4.1306  -6.1787  -0.13
N  0.6978  3.6563  -5.2672  -0.01
C  0.2717  4.7130  -4.4974  -0.14
H  0.6498  6.9177  -4.5117  0.08
H  2.1547  6.2566  -6.6189  0.09
H  1.9566  3.4145  -6.9104  0.10
H  0.3485  2.7088  -5.2889  0.15
H  -0.2990  4.5647  -3.5926  0.09
C  -7.9405  -4.0960  2.4288  -0.14
C  -7.0420  -3.1703  2.8676  -0.19
C  -6.4216  -2.6856  1.9017  -0.13
N  -6.7348  -3.5022  0.7665  0.03
C  -7.7972  -4.2652  1.1225  -0.15
H  -8.5881  -4.5486  3.1651  0.10
H  -7.0960  -2.8027  3.8817  0.11
H  -5.7299  -1.8639  1.7889  0.12
H  -6.2859  -3.3844  -0.1305  0.14
H  -8.2590  -4.9974  0.4768  0.11
C  -4.1110  3.9369  -0.5446  -0.10
C  -4.8641  3.5093  -1.6048  -0.17
C  -5.6360  4.4510  -2.0782  -0.16
N  -5.4728  5.5680  -1.3080  0.02
C  -4.5671  5.2304  -0.3675  -0.16
H  -3.3610  3.5033  0.1004  0.09
H  -4.6857  2.5341  -2.0331  0.10
H  -6.3134  4.6438  -2.8970  0.12
H  -5.8734  6.4666  -1.5367  0.15
H  -4.5032  5.8815  0.4918  0.10
C  5.3127  -3.3952  0.6635  -0.14
C  5.6007  -4.6838  1.0897  -0.12
C  6.5589  -5.1032  0.2536  -0.13
N  6.9207  -4.0526  -0.6485  0.00
C  6.0838  -3.0031  -0.4232  -0.14
H  4.6680  -2.6366  1.0823  0.08
H  5.1937  -5.3820  1.8060  0.10
H  7.0950  -6.0253  0.0842  0.10
H  7.5623  -4.0978  -1.4272  0.14
H  6.2098  -2.0598  -0.9337  0.11
C  1.3024  0.8968  5.7880  -0.13
C  2.4064  0.9251  4.9840  -0.14
C  2.4520  2.1919  4.4967  -0.16
N  1.2062  2.8130  4.5888  0.02
C  0.5147  2.0243  5.4846  -0.13
H  1.0988  0.1186  6.5087  0.09
H  3.2352  0.2408  5.0903  0.10
H  3.2512  2.7311  4.0098  0.10
H  1.0636  3.7469  4.2315  0.14
H  -0.4991  2.3418  5.6792  0.10
C  -4.4164  -3.1529  -7.8088  -0.13
C  -3.9080  -4.3316  -8.2953  -0.14
C  -2.8170  -4.7242  -7.4966  -0.11
N  -2.7001  -3.7145  -6.5669  -0.02
C  -3.6691  -2.8091  -6.6916  -0.15
H  -5.2294  -2.6791  -8.3389  0.09
H  -4.3514  -5.0129  -9.0063  0.09
H  -2.0928  -5.5238  -7.5467  0.10
H  -1.9971  -3.7984  -5.8466  0.15
H  -3.7161  -1.9287  -6.0679  0.11

Forces on the atoms, in the same order (eV/Å):
C 0.8 1.7 0.5
C 0.8 0.1 0.3
C 0.9 0.7 -1.7
O -0.8 -0.9 0.4
C 0.7 -1.0 1.9
O 1.9 2.0 0.8
O -2.2 -0.5 -2.3
H 0.0 -0.4 0.1
H -0.3 -0.1 0.0
H -0.2 -0.3 -0.3
H -0.1 -0.7 0.4
H -0.9 -0.1 0.2
H -0.6 -0.5 -0.2
C -1.0 1.2 0.9
C 0.2 -2.1 0.8
C 2.8 -1.2 -0.4
N -0.6 1.6 -0.1
C -1.4 0.5 -1.2
H -0.5 0.2 0.2
H -0.1 -0.3 0.1
H 0.0 0.1 0.0
H 0.4 0.1 0.0
H 0.1 0.0 -0.2
C 0.6 0.2 0.0
C 1.5 -1.3 -1.4
C -1.1 2.9 1.5
N 0.7 0.6 -2.4
C -1.8 -3.1 3.0
H 0.3 0.2 -0.6
H -0.3 0.0 -0.3
H 0.2 0.0 0.3
H 0.1 0.0 -0.6
H -0.2 0.4 0.5
C 0.9 -2.8 -1.6
C 0.4 -0.2 1.8
C -1.4 1.6 -2.0
N 1.1 0.3 0.3
C -1.3 2.1 0.9
H 0.1 -0.2 -0.1
H 0.3 0.0 -0.2
H -0.2 -0.5 -0.2
H 0.3 -0.4 0.6
H -0.2 0.2 0.4
C -1.9 -1.6 -1.1
C -0.2 1.3 -1.1
C 1.5 -1.8 0.6
N -0.4 1.0 0.8
C 0.5 1.3 0.5
H 0.3 -0.2 0.4
H 0.2 -0.3 -0.3
H 0.2 0.1 0.2
H -0.2 0.4 0.1
H 0.1 -0.2 -0.1
C -1.6 -4.4 0.6
C 1.1 1.0 -0.5
C -1.2 0.3 -0.2
N 0.5 1.3 0.4
C 0.4 1.7 0.3
H 0.3 -0.1 -0.2
H 0.4 -0.5 -0.4
H 0.3 0.5 -0.1
H 0.1 0.3 0.4
H -0.3 -0.2 -0.2
C -2.5 -2.1 2.3
C -3.0 0.1 7.1
C 4.8 1.6 -7.4
N 0.6 2.4 0.1
C 0.4 -1.6 -1.6
H -0.4 -0.4 -0.6
H 0.4 0.1 0.0
H 0.1 -0.2 0.0
H -0.5 -0.1 0.1
H 0.1 0.2 -0.1
C -0.1 2.6 1.8
C 1.8 -4.9 -1.4
C -2.6 3.3 -1.9
N 0.0 -0.6 -0.1
C 0.7 1.2 2.0
H -0.3 -0.4 -0.3
H -0.5 -0.1 -0.2
H 0.2 -1.0 -0.3
H 0.2 -0.2 0.5
H 0.7 0.1 -0.1
C -1.1 3.3 -0.5
C 0.0 -1.0 -0.1
C 2.8 0.4 -2.9
N -0.7 -1.3 0.7
C 0.2 -1.0 1.3
H -0.4 -0.4 0.4
H -0.3 0.6 0.2
H -0.2 -0.1 0.4
H -0.1 -0.3 0.3
H -0.2 -0.1 0.1
C -3.5 0.4 0.5
C 2.3 0.8 0.9
C 0.0 1.3 -2.8
N 2.4 -1.6 1.2
C -0.5 -0.2 -0.1
H -0.5 0.0 -0.2
H 0.1 0.1 -0.3
H 0.0 -0.2 -0.3
H -0.4 -0.3 0.4
H 0.1 -0.4 0.6
C -0.5 0.8 0.3
C 1.6 -2.9 0.3
C -1.1 1.4 -0.6
N 1.5 -2.0 0.4
C -0.9 1.5 -0.7
H -0.1 0.4 0.7
H 0.1 0.4 -0.4
H -0.3 0.0 0.0
H -0.3 0.5 0.0
H 0.0 -0.2 0.0

# 2
Here is a structure of composition C3H9BNbO in a non-equilibrium geometry from the OMol25 dataset. Energies are from ωB97M-V/def2-TZVPD.

Results
- E_LUMO: 0.0981 Ha
- DFT total energy: -276.5180 a.u.
- Multiplicity: 1
- E_HOMO: -3.899 eV
- Charge: -1

Last column: Löwdin charge in e.
CARTESIAN COORDINATES (ANGSTROEM)
C  3.0394  -0.3513  1.4537  -0.11
C  2.1350  -0.2588  0.6441  -0.36
Nb  0.7648  0.1006  -1.1352  0.84
B  -1.0482  -0.3701  0.2574  -0.70
C  -2.0080  0.8029  0.7457  -0.11
O  -1.3626  -1.6670  0.7314  -0.05
H  3.9421  -0.3482  2.0191  -0.02
H  0.7476  1.9156  -0.7786  -0.16
H  2.1385  0.1703  -2.3663  -0.19
H  0.6198  -1.6680  -1.6238  -0.16
H  -0.4417  0.5329  -2.4503  -0.17
H  -2.5424  1.1652  -0.1392  0.04
H  -1.4823  1.6602  1.1726  0.03
H  -2.7457  0.4562  1.4800  0.04
H  -1.7562  -2.1406  -0.0106  0.07

Forces on the atoms, in the same order (eV/Å):
C 0.2 0.2 -0.3
C -0.8 0.2 0.0
Nb 2.5 1.2 1.1
B -0.8 -1.4 -0.2
C 0.2 0.0 0.4
O -0.7 0.7 0.0
H -0.1 -0.1 0.2
H -0.4 0.3 -0.2
H -0.2 -0.9 -0.7
H -0.4 0.0 -0.4
H -0.3 0.1 0.4
H 0.1 0.0 0.0
H 0.0 0.1 -0.2
H 0.1 -0.1 -0.1
H 0.6 -0.3 0.0

# 3
Here is a cluster of 2 separate species, C14H30NO3 in total in a non-equilibrium geometry from the OMol25 dataset. Energies are from ωB97M-V/def2-TZVPD.

Results
- E_LUMO: -0.0994 Ha
- DFT total energy: -831.6387 a.u.
- Relative energy (zero: lowest compared OMol25 entry of this formula, charge and spin): 0.676 eV
- Multiplicity: 1
- E_HOMO: -12.857 eV
- Charge: +1

Last column: Löwdin charge in e.
CARTESIAN COORDINATES (ANGSTROEM)
C  1.2735  2.7849  3.3855  -0.10
C  0.0694  3.2444  2.5808  -0.25
C  0.2355  2.9312  1.0975  -0.19
C  -1.0927  2.7447  0.3747  -0.17
O  -1.6060  1.4068  0.3343  -0.04
C  -0.8045  0.4172  -0.2177  -0.32
C  -0.0676  -0.4976  0.7361  -0.04
C  1.0934  -1.1239  -0.1124  -0.24
C  2.2180  -1.5337  0.8854  -0.14
C  2.7487  -2.9613  0.6919  -0.16
C  4.1916  -3.0615  0.1774  -0.25
O  5.0697  -2.1127  0.7625  -0.06
C  1.4696  0.0599  -0.9886  -0.07
N  0.1805  0.7617  -1.3082  0.15
H  2.1634  3.3043  3.0456  0.08
H  1.1466  2.9985  4.4394  0.08
H  1.3987  1.7122  3.2796  0.06
H  -0.0210  4.3156  2.7074  0.11
H  -0.8456  2.7956  2.9565  0.11
H  0.7052  3.8019  0.6462  0.12
H  0.9351  2.1147  0.9527  0.08
H  -1.0347  3.1412  -0.6430  0.12
H  -1.8446  3.3224  0.8906  0.13
H  -1.4944  -0.2235  -0.7450  0.12
H  0.4314  0.1435  1.4565  0.11
H  -0.7394  -1.1955  1.1986  0.14
H  0.7489  -1.9872  -0.6620  0.14
H  3.0075  -0.7904  0.8269  0.10
H  1.8167  -1.4753  1.8820  0.11
H  2.0987  -3.4830  -0.0055  0.11
H  2.6748  -3.4911  1.6315  0.11
H  4.1849  -2.9412  -0.9047  0.11
H  4.5850  -4.0364  0.4320  0.12
H  5.0300  -1.2947  0.2459  0.08
H  2.1378  0.7261  -0.4628  0.13
H  1.9111  -0.2839  -1.9125  0.14
H  -0.1898  0.2440  -2.1123  0.17
H  0.2338  1.7165  -1.6640  0.18
C  -4.8540  -0.0315  -2.8278  -0.01
C  -3.8070  -1.0613  -2.5084  -0.47
O  -2.6397  -0.7513  -2.3529  0.02
C  -4.2600  -2.4897  -2.3891  -0.01
H  -4.3968  0.9535  -2.8853  0.08
H  -5.3240  -0.2639  -3.7841  0.09
H  -5.6185  -0.0260  -2.0499  0.09
H  -4.7067  -2.8169  -3.3285  0.10
H  -5.0020  -2.5791  -1.5947  0.09
H  -3.4104  -3.1281  -2.1580  0.08

Forces on the atoms, in the same order (eV/Å):
C -0.3 0.1 0.0
C 0.3 -0.3 0.2
C -0.3 0.7 0.0
C 0.4 -0.2 -0.1
O 0.7 0.6 -0.2
C -1.8 -1.2 0.6
C 1.4 1.0 -0.9
C -0.6 0.7 2.0
C -0.2 -0.4 -0.9
C 0.3 0.3 0.0
C -0.3 0.4 0.0
O -0.1 0.3 -0.1
C 0.3 -0.5 -0.2
N 0.1 -0.7 -1.2
H 0.3 -0.1 0.0
H 0.0 0.1 0.2
H 0.2 -0.2 0.0
H -0.3 0.3 0.0
H -0.1 -0.2 0.1
H 0.2 0.1 -0.2
H 0.0 -0.3 -0.1
H -0.1 0.0 -0.2
H -0.3 0.1 0.0
H -0.4 0.0 -0.1
H -0.1 -0.2 0.6
H -0.2 -0.3 0.2
H -0.1 -0.1 -0.4
H 0.3 0.0 0.1
H -0.1 0.2 0.4
H 0.0 -0.3 -0.1
H 0.0 -0.1 0.3
H 0.2 -0.1 -0.2
H 0.1 -0.2 -0.1
H 0.2 -0.4 0.2
H 0.0 0.3 0.0
H 0.3 0.3 -0.3
H -0.2 0.2 0.0
H 0.2 0.2 0.7
C 0.2 0.1 0.0
C -0.1 0.0 0.0
O 0.1 0.0 -0.1
C 0.3 0.0 0.1
H 0.0 0.0 0.0
H -0.1 -0.1 0.1
H -0.1 -0.1 -0.1
H -0.1 0.0 0.0
H -0.1 0.0 -0.1
H 0.0 0.0 0.0